Record 1
Entry from the Open Molecules 2025 dataset: C5H10O in the gas phase (ωB97M-V with the def2-TZVPD basis set).

Structure (XYZ):
```
16
Properties=species:S:1:pos:R:3:lowdin_charge:R:1
H 1.97818 -0.91903 -1.41239 0.0749
O 0.69991 1.07238 0.31922 -0.0624
H -1.64994 1.60730 -0.42591 0.0867
H -1.31856 0.61193 1.96647 0.0927
C -1.35381 0.64877 -0.85819 -0.0672
H -0.78480 0.83757 -1.77185 0.0840
H -0.32358 -1.13407 -0.35256 0.1299
C 1.29809 -0.07371 0.44429 -0.2316
H 3.23552 -0.80214 -0.18375 0.0637
H -2.25511 0.08010 -1.11962 0.0884
H -0.62461 -1.01679 2.12117 0.0802
H 2.68381 0.68046 -1.05131 0.0716
C 2.37555 -0.27717 -0.61255 -0.0920
H -2.20870 -0.78017 1.32235 0.0889
C -1.20724 -0.35848 1.47668 -0.0730
C -0.54472 -0.17695 0.13795 -0.3347
```

## Properties
- E (eV) = -7389.999
- LUMO (eV) = 0.850
- molar mass (g/mol) = 86.13
- ΔE to the lowest compared entry with this formula, charge and spin (kJ/mol) = 459.8

=====

Record 2
Entry from the Open Molecules 2025 dataset: 3 unconnected molecules or ions with the total composition C20H44BN3O4P (ωB97M-V with the def2-TZVPD basis set).

Structure (XYZ):
```
73
Properties=species:S:1:pos:R:3:lowdin_charge:R:1
C -0.79442 1.99794 0.17114 -0.0707
H -1.03779 2.08486 1.23457 0.0210
H -3.85173 7.49103 0.53716 0.0651
H -0.54936 0.86841 -3.53096 0.0904
H -0.08333 -1.82320 2.16855 0.0788
H 2.41517 0.55562 0.98904 0.0748
C 0.07735 -0.75562 1.94526 -0.2825
H 1.67886 3.48932 1.08651 0.0608
H -2.38627 -4.10822 -4.88860 0.0707
H 1.19397 -4.91303 5.04989 0.1139
C -3.00391 7.07500 1.08342 -0.1192
H 0.74435 1.96938 -2.05491 0.0857
O 0.00271 -2.47022 -2.22972 -0.2652
H -2.03000 3.82598 1.90542 0.1010
O 1.19668 -1.28718 -4.15701 -0.1978
H 3.71057 -2.15103 -5.33959 0.0687
H -1.58923 -4.22510 -3.30210 0.0653
H 2.75915 -3.33546 -6.21246 0.0675
H 2.29585 -2.97148 -3.65799 0.1148
H -3.34341 -4.20797 -3.41268 0.0722
H 2.83335 2.43461 3.53351 0.0896
P -0.09451 -1.37332 -3.21058 0.5100
H -1.23176 -5.98794 2.32990 0.0719
H 1.03667 -0.48936 2.40101 0.1039
N 0.39927 5.46270 0.87612 0.1661
C -0.63504 5.23644 1.31636 -0.2434
H -3.30774 -1.88768 -4.23981 0.1118
H -0.83257 -0.95935 0.01241 0.0877
H 0.98021 2.37789 2.28702 0.0930
C -0.41052 0.26946 -2.62294 -0.2416
H -2.09345 7.41580 0.58893 0.0686
C 0.70064 0.91601 -1.75632 -0.1731
C 1.82083 2.54311 1.61202 -0.2206
C -1.93200 4.91248 1.90259 -0.1846
H 1.26339 -4.24068 2.65483 0.1115
H 4.50060 2.16391 1.15014 0.0520
H -1.15305 -0.49081 3.41777 0.0352
H 0.89099 -1.22418 0.07217 0.0943
C -2.42848 -3.79668 -3.84544 -0.0896
H 1.68354 0.50215 -2.00165 0.0812
H -0.30986 -5.79598 4.78048 0.1156
H 1.23948 -5.98831 2.82557 0.1035
H -0.57858 3.01056 -0.18587 0.0355
C 1.74706 -2.56222 -4.50463 -0.2864
C 0.28814 -4.94735 4.44394 -0.1917
N 4.24867 1.94304 2.10402 -0.0340
H 5.03139 2.19153 2.69479 0.0417
N -1.08087 -2.76793 4.86300 0.1664
C -0.58784 -5.14780 2.05738 -0.1056
H -3.06743 5.16525 0.09386 0.1127
C 0.64079 -5.08437 2.95635 -0.2604
O -0.97653 -0.02066 2.60136 -0.0896
C 2.70315 -2.38503 -5.67927 -0.0760
C -2.44785 -2.29387 -3.70272 -0.3051
H 0.96302 -3.27109 -4.76963 0.1059
C 0.09527 -0.57051 0.44878 -0.1452
O -1.29064 -1.67861 -4.27493 -0.2205
H -1.17378 -4.23046 2.12242 0.0689
H -1.93860 5.25703 2.93865 0.1191
C -3.07770 5.55236 1.11385 -0.2592
H -0.29284 -5.27017 1.01606 0.0760
C -0.47229 -3.72249 4.68266 -0.2325
H -1.72382 1.65496 -0.30605 0.0449
H 2.35322 -1.61053 -6.35690 0.0742
H -1.37389 0.28494 -2.10940 0.0879
B 0.43372 0.94432 -0.10963 -0.6969
H -2.57812 -2.02153 -2.65516 0.1098
H -3.01786 7.48992 2.09382 0.0711
H 3.33623 3.80220 2.55050 0.0853
C 1.90128 1.42362 0.56781 -0.1514
H -4.02338 5.24288 1.56358 0.1047
C 3.07580 2.73680 2.51266 -0.2865
H 2.55907 1.77592 -0.24039 0.0785
```

## Properties
- net charge = -1
- E (eV) = -44082.189
- LUMO (eV) = 2.613
- molar mass (g/mol) = 432.38

=====

Record 3
Entry from the Open Molecules 2025 dataset: 2 unconnected molecules or ions with the total composition C2H2FNO2 (ωB97M-V with the def2-TZVPD basis set).

Structure (XYZ):
```
8
Properties=species:S:1:pos:R:3:lowdin_charge:R:1
C 0.79806 -0.19673 -0.92969 -0.2466
H -0.05168 0.38265 -0.62198 0.0511
O -0.05003 -1.92805 0.18037 -0.0943
C -1.08428 1.82793 1.04192 -0.0003
H -0.95725 -1.34773 0.48298 0.1973
F 1.78027 0.35135 -1.62603 0.0632
O -1.30872 2.29916 2.01453 0.0843
N 0.87363 -1.38858 -0.54210 -0.0547
```

## Properties
- E (eV) = -10405.597
- LUMO (eV) = 0.339
- molar mass (g/mol) = 91.04
- ΔE to the lowest compared entry with this formula, charge and spin (kJ/mol) = 346.0

=====

The orbital gap results, record by record, are as follows: 8.21 7.14 10.26 eV.